Entry 1:
C6H39NO14 | wB97M-V/def2-TZVPD

Positions of all 60 atoms, in Å:
1 C -0.202 2.598 2.591
2 C -0.341 2.149 1.135
3 C 0.834 1.624 0.384
4 C 1.090 2.096 -0.835
5 C 1.992 -0.185 1.790
6 C 1.503 0.317 0.667
7 N -0.188 1.560 3.651
8 H 0.608 3.323 2.714
9 H -1.046 3.179 2.965
10 H -0.762 2.973 0.548
11 H -1.176 1.433 1.081
12 H 0.774 3.028 -1.258
13 H 1.846 1.565 -1.406
14 H 2.600 -1.078 1.803
15 H 2.219 0.348 2.712
16 H 1.526 -0.367 -0.181
17 H 0.686 1.052 3.637
18 H -0.779 0.777 3.376
19 H -0.379 -0.196 -1.569
20 H -0.033 0.896 -2.632
21 O -0.061 -0.048 -2.469
22 H -2.420 -0.867 -0.729
23 H -1.577 -1.974 0.126
24 O -1.572 -1.361 -0.657
25 H -3.241 4.729 1.067
26 H -1.832 5.118 0.821
27 O -2.430 4.390 0.674
28 H -1.523 -4.207 -2.824
29 H -1.628 -2.890 -1.926
30 O -1.158 -3.727 -2.080
31 H -1.925 3.336 -1.196
32 H -2.190 2.831 -2.634
33 O -1.784 2.595 -1.799
34 H 2.503 -2.260 -1.318
35 H 3.355 -3.253 -2.035
36 O 3.183 -2.919 -1.148
37 H -3.898 0.437 -0.234
38 H -3.024 1.072 -1.280
39 O -3.562 0.275 -1.125
40 H -0.762 -3.176 1.181
41 H -1.206 -3.857 -0.200
42 O -1.484 -3.581 0.680
43 H 4.647 -0.079 -1.433
44 H 4.709 1.309 -2.095
45 O 4.283 0.811 -1.392
46 H 1.883 -4.011 -0.910
47 H 0.658 -5.106 -0.683
48 O 1.045 -4.262 -0.471
49 H 1.373 4.568 -1.507
50 H 1.306 4.896 -0.075
51 O 1.541 5.301 -0.918
52 H 0.968 -2.979 -3.055
53 H 1.310 -1.396 -3.049
54 O 1.633 -2.296 -3.180
55 H -2.706 -3.361 2.832
56 H -2.582 -2.630 4.134
57 O -3.232 -2.850 3.461
58 H -0.187 -1.237 2.244
59 H 0.859 -2.249 1.853
60 O -0.043 -2.184 2.175

**Energy relative to the best compared isomer or geometry (same formula, charge and spin)**: 115.3 kcal/mol
**Highest occupied orbital energy**: -0.346 Eh
**Net charge**: 0
**F_max**: 1.89 eV/Å
**Kohn-Sham gap**: 9.18 eV
**E_LUMO**: -0.218 eV

=====

Entry 2:
C6H3BeFO8 | wB97M-V/def2-TZVPD

Positions of all 19 atoms, in Å:
1 C 1.719 1.088 -0.068
2 C 1.232 -0.160 -0.410
3 O 1.892 -1.312 -0.027
4 C 3.225 -1.196 0.308
5 O 3.861 -0.409 -0.447
6 O 3.593 -1.767 1.331
7 O 0.980 2.050 0.391
8 F 2.772 1.708 -0.691
9 H 0.612 -0.162 -1.308
10 O -1.224 1.751 -0.257
11 C -1.848 0.698 -0.154
12 C -1.401 -0.645 0.191
13 O -2.605 -1.351 0.437
14 C -3.646 -0.563 0.228
15 O -4.793 -0.867 0.213
16 O -3.189 0.695 -0.140
17 Be -0.154 2.089 0.056
18 H -0.320 -0.558 0.889
19 H -0.704 -1.089 -0.543

**Energy relative to the best compared isomer or geometry (same formula, charge and spin)**: 144.8 kcal/mol
**Highest occupied orbital energy (alpha / beta)**: -0.285 / -0.286 Eh
**Net charge**: 0
**F_max**: 19.00 eV/Å
**Kohn-Sham gap (alpha / beta)**: 4.63 / 4.55 eV
**E_LUMO (alpha / beta)**: -3.126 / -3.245 eV

=====

Entry 3:
C6H3CeN5O5 | wB97M-V/def2-TZVPD

Positions of all 20 atoms, in Å:
1 O -4.368 2.170 0.942
2 C -3.362 1.654 0.729
3 Ce -1.423 0.633 0.317
4 O -0.942 0.512 3.521
5 C -1.111 0.547 2.366
6 C -1.846 0.726 -1.706
7 O -2.113 0.839 -2.842
8 C -0.376 2.434 0.217
9 O -0.049 3.566 0.216
10 C -2.422 -1.197 0.405
11 O -3.014 -2.197 0.476
12 N 3.866 -0.646 -1.053
13 N 2.645 -0.863 -0.642
14 N 2.340 -2.082 -0.335
15 C 1.055 -1.857 0.004
16 N 0.657 -0.580 -0.103
17 N 1.753 0.085 -0.539
18 H 4.055 0.298 -1.273
19 H 4.353 -1.510 -1.044
20 H 0.301 -2.533 0.345

**Energy relative to the best compared isomer or geometry (same formula, charge and spin)**: 269.3 kcal/mol
**Highest occupied orbital energy (alpha / beta)**: -0.740 / -0.742 Eh
**Net charge**: +3
**F_max**: 15.00 eV/Å
**Kohn-Sham gap (alpha / beta)**: 4.51 / 4.37 eV
**Spin multiplicity**: 2
**E_LUMO (alpha / beta)**: -15.631 / -15.815 eV

=====

Entry 4:
C6H3Cl3O | wB97M-V/def2-TZVPD

Positions of all 13 atoms, in Å:
1 O -0.649 -0.313 2.440
2 C -0.177 -0.145 1.132
3 C 1.014 0.302 0.714
4 Cl 2.060 0.544 2.130
5 C 1.539 0.319 -0.701
6 C 0.517 0.141 -1.609
7 Cl 0.671 0.628 -3.326
8 C -0.869 -0.214 -1.232
9 C -1.157 -0.372 0.116
10 Cl -2.694 -1.009 0.626
11 H -1.429 -1.133 2.396
12 H 2.533 0.816 -0.772
13 H -1.743 -0.136 -1.988

**Energy relative to the best compared isomer or geometry (same formula, charge and spin)**: 37.8 kcal/mol
**Highest occupied orbital energy**: -0.339 Eh
**Net charge**: 0
**F_max**: 4.78 eV/Å
**Kohn-Sham gap**: 9.37 eV
**SMILES**: Oc1c(Cl)cc(Cl)cc1Cl
**E_LUMO**: 0.135 eV

=====

Entry 5:
C6H3ClFN3 | wB97M-V/def2-TZVPD

Positions of all 14 atoms, in Å:
1 C -4.426 0.066 -0.092
2 C -4.853 -1.183 -0.196
3 C -1.947 -0.103 0.209
4 C -0.768 0.657 -0.175
5 C 0.438 0.061 0.054
6 C 0.516 -1.271 0.571
7 N -3.149 0.337 0.057
8 N -0.620 -1.881 0.866
9 N -1.754 -1.380 0.684
10 F -4.462 -2.117 -1.023
11 Cl -5.528 1.288 0.585
12 H -0.764 1.572 -0.581
13 H 1.419 0.646 -0.259
14 H 1.405 -1.672 0.672

**Energy relative to the best compared isomer or geometry (same formula, charge and spin)**: 30.4 kcal/mol
**Highest occupied orbital energy (alpha / beta)**: -0.321 / -0.319 Eh
**Net charge**: 0
**F_max**: 6.78 eV/Å
**Kohn-Sham gap (alpha / beta)**: 6.48 / 7.10 eV
**E_LUMO (alpha / beta)**: -2.239 / -1.588 eV

=====

Entry 6:
C6H3ClN2O6PtS2 | wB97M-V/def2-TZVPD

Positions of all 21 atoms, in Å:
1 Pt 0.096 -0.029 -0.275
2 S -0.173 -1.587 1.336
3 C 1.297 -2.337 0.833
4 S 1.889 -1.443 -0.507
5 C 1.878 -3.457 1.416
6 C 3.096 -4.001 0.930
7 N 4.085 -4.465 0.554
8 C 1.266 -4.118 2.514
9 N 0.780 -4.671 3.404
10 O 1.665 3.522 -2.469
11 Cl 1.512 2.691 -1.304
12 O 0.894 3.426 -0.239
13 O 0.629 1.575 -1.709
14 O 2.781 2.165 -0.888
15 C -3.589 2.217 -0.337
16 C -2.470 1.265 -0.763
17 O -2.483 0.790 -1.892
18 O -1.592 1.078 0.160
19 H -4.546 1.843 -0.702
20 H -3.402 3.186 -0.805
21 H -3.613 2.348 0.743

**Energy relative to the best compared isomer or geometry (same formula, charge and spin)**: 0.0 kcal/mol
**Highest occupied orbital energy**: -0.082 Eh
**Net charge**: -2
**F_max**: 0.55 eV/Å
**Kohn-Sham gap**: 7.38 eV
**E_LUMO**: 5.148 eV

=====

Entry 7:
C6H3N3S | wB97M-V/def2-TZVPD

Positions of all 13 atoms, in Å:
1 C 3.067 -0.632 0.002
2 C -1.325 -1.393 -0.023
3 C -2.472 -0.660 -0.027
4 C 2.293 0.445 0.016
5 C -0.200 -0.561 -0.016
6 C -0.464 0.753 -0.010
7 N 3.686 -1.617 -0.009
8 N 1.756 1.549 0.038
9 N 0.462 1.790 -0.008
10 S -2.196 1.055 -0.023
11 H -1.288 -2.469 -0.030
12 H -3.488 -1.009 -0.028
13 H 0.170 2.748 0.119

**Highest occupied orbital energy (alpha / beta)**: -0.308 / -0.308 Eh
**Net charge**: 0
**F_max**: 4.85 eV/Å
**Kohn-Sham gap (alpha / beta)**: 6.62 / 6.62 eV
**E_LUMO (alpha / beta)**: -1.762 / -1.759 eV

=====

Entry 8:
C6H3N4O2 | wB97M-V/def2-TZVPD

Positions of all 15 atoms, in Å:
1 O 1.607 -0.786 -3.702
2 C 0.504 -0.232 -3.544
3 O -0.151 0.439 -4.331
4 C -0.047 -0.471 -2.040
5 C 0.343 0.422 -1.029
6 C -0.061 0.249 0.325
7 C -0.615 -0.908 0.701
8 N -0.926 -1.830 -0.271
9 N -1.576 -3.004 -0.089
10 N -1.845 -3.551 -1.211
11 N -1.551 -2.943 -2.229
12 C -0.777 -1.539 -1.595
13 H 0.839 1.321 -1.148
14 H 0.093 0.921 1.085
15 H -0.837 -1.009 1.759

**Energy relative to the best compared isomer or geometry (same formula, charge and spin)**: 0.0 kcal/mol
**Highest occupied orbital energy**: -0.177 Eh
**Net charge**: -1
**F_max**: 5.83 eV/Å
**Kohn-Sham gap**: 8.07 eV
**SMILES**: O=C([O-])c1cccn2nnnc12
**E_LUMO**: 3.244 eV